{"formula": "C5H7NO", "method": "ωB97M-V/def2-TZVPD", "symbols": ["O", "C", "C", "C", "N", "C", "C", "H", "H", "H", "H", "H", "H", "H"], "xyz": [[0.2352, -2.6983, -0.3509], [0.3657, -1.7973, 0.4432], [0.0636, -0.3674, 0.1064], [1.0050, 0.6990, -0.4939], [-0.3021, 1.4658, -0.3665], [-0.4079, 0.7951, 0.9958], [-0.9432, 0.1912, -0.9061], [0.7353, -1.9950, 1.4747], [1.8108, 1.0899, 0.1354], [1.3366, 0.5524, -1.5258], [0.2893, 1.1995, 1.7364], [-1.4287, 0.7571, 1.3880], [-2.0075, 0.0961, -0.6687], [-0.7520, 0.0122, -1.9678]], "lowdin_charge": [0.065, -0.182, -0.335, -0.108, -0.026, -0.120, -0.108, 0.128, 0.113, 0.116, 0.112, 0.113, 0.116, 0.116], "e_homo_ev": -9.17, "homo_lumo_gap_ev": 9.896, "relative_energy_kcal_mol": 81.4, "multiplicity": 1}

***

{"formula": "C5H7NO", "method": "ωB97M-V/def2-TZVPD", "symbols": ["C", "C", "C", "O", "C", "C", "N", "H", "H", "H", "H", "H", "H", "H"], "xyz": [[-1.4695, 0.3745, 0.4500], [-0.3341, -0.2812, -0.3432], [-0.1763, -1.7408, -0.1567], [0.9797, -2.0913, 0.1095], [2.0008, -0.7765, 0.2105], [1.0674, 0.1738, -0.0396], [1.3191, 1.5636, 0.0706], [-2.4394, -0.0719, 0.2055], [-1.5065, 1.4382, 0.2015], [-1.2937, 0.2924, 1.5256], [-0.9556, -2.5000, -0.2717], [-0.5552, -0.1642, -1.4205], [1.0518, 2.0718, -0.7663], [2.3117, 1.7116, 0.2248]], "lowdin_charge": [-0.042, -0.297, -0.096, 0.002, 0.083, -0.445, 0.062, 0.080, 0.079, 0.093, 0.153, 0.169, 0.081, 0.078], "e_homo_ev": -7.97, "homo_lumo_gap_ev": 7.846, "relative_energy_kcal_mol": 97.2, "multiplicity": 1}

***

{"formula": "C5H7NO", "method": "ωB97M-V/def2-TZVPD", "symbols": ["C", "C", "C", "C", "N", "C", "O", "H", "H", "H", "H", "H", "H", "H"], "xyz": [[-1.4648, 1.4319, 0.4025], [0.0338, 1.2019, 0.5435], [0.4656, 0.6082, -0.6038], [0.8192, -0.7156, -0.2702], [0.7973, -1.7668, -1.1855], [0.8436, -0.7557, 1.0979], [0.3681, 0.4066, 1.6147], [-1.8709, 0.5870, -0.1890], [-1.7263, 2.3455, -0.1253], [-1.9200, 1.3650, 1.3828], [0.1760, 0.9974, -1.5692], [1.2089, -1.5427, -2.0773], [1.1214, -2.6488, -0.8242], [1.1481, -1.5139, 1.8030]], "lowdin_charge": [-0.032, -0.302, -0.029, -0.329, 0.094, -0.062, -0.001, 0.091, 0.076, 0.076, 0.126, 0.085, 0.085, 0.122], "e_homo_ev": -7.74, "homo_lumo_gap_ev": 8.691, "relative_energy_kcal_mol": 59.0, "multiplicity": 1}

***

{"formula": "C5H7NO", "method": "ωB97M-V/def2-TZVPD", "symbols": ["O", "C", "C", "C", "N", "C", "C", "H", "H", "H", "H", "H", "H", "H"], "xyz": [[1.3931, -0.9858, -0.2213], [0.2496, -0.1865, -0.2679], [-0.9799, -0.8342, 0.3435], [-0.7182, -0.9059, 1.7937], [-0.3586, -0.8450, 2.8955], [0.1294, 0.6688, -1.4780], [0.4490, 1.3029, -0.1564], [1.6856, -1.0322, 0.7011], [-1.8801, -0.2315, 0.1718], [-1.1317, -1.8344, -0.0818], [0.8958, 0.5262, -2.2315], [-0.8667, 0.8359, -1.8768], [-0.3267, 1.8918, 0.3324], [1.4594, 1.6297, 0.0756]], "lowdin_charge": [0.023, -0.561, -0.092, -0.210, 0.148, -0.064, -0.058, 0.106, 0.130, 0.132, 0.114, 0.108, 0.111, 0.113], "e_homo_ev": -10.39, "homo_lumo_gap_ev": 11.202, "relative_energy_kcal_mol": 32.2, "multiplicity": 1}

***

{"formula": "C5H7NO", "method": "ωB97M-V/def2-TZVPD", "symbols": ["C", "N", "C", "C", "C", "C", "O", "H", "H", "H", "H", "H", "H", "H"], "xyz": [[-2.1086, 0.6866, 0.8689], [-0.8672, 0.0501, 0.4871], [1.5449, -2.4350, -0.5439], [1.4554, -1.1395, -0.5210], [1.3217, 0.1618, -0.4755], [0.0497, 0.7630, -0.0061], [-0.0700, 2.1110, -0.1868], [-2.4330, 1.4575, 0.1582], [-2.0010, 1.1608, 1.8521], [-2.8862, -0.0788, 0.9475], [1.1319, -3.0112, -1.3671], [2.0274, -2.9621, 0.2733], [2.1406, 0.7992, -0.8083], [0.6943, 2.4366, -0.6785]], "lowdin_charge": [-0.128, 0.041, 0.028, -0.090, -0.039, -0.443, 0.063, 0.075, 0.082, 0.068, 0.068, 0.067, 0.109, 0.100], "e_homo_ev": -9.11, "homo_lumo_gap_ev": 9.793, "relative_energy_kcal_mol": 52.9, "multiplicity": 1}

***

{"formula": "C5H7NO", "method": "ωB97M-V/def2-TZVPD", "symbols": ["N", "C", "O", "C", "C", "C", "C", "H", "H", "H", "H", "H", "H", "H"], "xyz": [[-0.3838, 2.4077, -0.9887], [-0.4276, 1.2401, -0.2915], [-1.2868, 0.2544, -0.2082], [-0.9114, -0.7345, 0.7608], [0.3387, -1.4977, 0.4306], [0.9407, -1.5409, -0.7507], [0.6288, 1.7437, 0.2850], [-1.1413, 3.0359, -0.6902], [-1.7702, -1.4077, 0.8044], [-0.8052, -0.2503, 1.7390], [0.7421, -2.0604, 1.2690], [0.5636, -0.9891, -1.6048], [1.8418, -2.1245, -0.9091], [1.6704, 1.9234, 0.1545]], "lowdin_charge": [0.103, -0.586, 0.023, -0.172, -0.153, 0.022, 0.132, 0.075, 0.130, 0.128, 0.104, 0.070, 0.061, 0.062], "e_homo_ev": -8.29, "homo_lumo_gap_ev": 9.288, "relative_energy_kcal_mol": 115.9, "multiplicity": 1}

***

{"formula": "C5H7NO", "method": "ωB97M-V/def2-TZVPD", "symbols": ["C", "C", "C", "C", "O", "C", "N", "H", "H", "H", "H", "H", "H", "H"], "xyz": [[1.6549, 0.8193, -1.3369], [1.6846, 0.2636, -0.1310], [-1.3243, -0.2140, 0.4595], [-1.0081, -1.0832, 1.5619], [-1.1526, 0.3608, 1.7088], [-1.3069, 0.2376, -0.8716], [-2.4690, -0.0630, -0.4540], [-0.8211, 0.6561, -1.7455], [1.6858, 0.2171, -2.2433], [1.5564, 1.8953, -1.4670], [1.7450, -0.8165, -0.0077], [1.6030, 0.8543, 0.7789], [-1.8348, -1.6543, 1.9790], [-0.0128, -1.4730, 1.7690]], "lowdin_charge": [-0.106, -0.087, -0.509, -0.050, 0.000, -0.028, 0.226, 0.097, 0.056, 0.059, 0.060, 0.066, 0.114, 0.102], "e_homo_ev": -9.76, "homo_lumo_gap_ev": 10.793, "relative_energy_kcal_mol": 114.4, "multiplicity": 1}

***

{"formula": "C5H7NO", "method": "ωB97M-V/def2-TZVPD", "symbols": ["O", "C", "N", "C", "C", "C", "C", "H", "H", "H", "H", "H", "H", "H"], "xyz": [[-2.8425, -0.5295, -0.8070], [-2.3997, 0.4484, -0.2381], [-1.2930, 0.4524, 0.5553], [-0.3849, -0.6908, 0.5657], [0.6585, -0.5895, -0.5155], [1.7556, 0.2236, -0.3343], [2.9329, 0.5558, -0.0139], [-2.8820, 1.4428, -0.2945], [-0.8965, 1.3525, 0.7869], [-1.0035, -1.5796, 0.4288], [0.0868, -0.7456, 1.5529], [2.2932, -0.8553, -0.1912], [0.4137, -0.9163, -1.5217], [3.5615, 1.4310, 0.0266]], "lowdin_charge": [0.014, -0.368, 0.016, -0.194, -0.123, -0.267, 0.072, 0.129, 0.130, 0.116, 0.123, 0.200, 0.114, 0.039], "e_homo_ev": -8.00, "homo_lumo_gap_ev": 8.608, "relative_energy_kcal_mol": 128.9, "multiplicity": 1}